Density functional theory data (ωB97M-V with the def2-TZVPD basis set) for a cluster of 2 separate species, C15H31BrFN5O7P in total at a distorted geometry.

Geometry as XYZ:
```
61
C15H31BrFN5O7P (ωB97M-V with the def2-TZVPD basis set)
C -2.6911 0.0176 4.3400
N -1.4135 0.7390 4.1944
C -0.8427 0.9595 5.5576
C -0.4578 0.0839 3.4140
O 0.7276 0.4117 3.4506
C -0.8302 -1.0809 2.5021
C -0.4981 -0.8275 1.0328
C -1.1168 0.4522 0.4571
C -0.2920 1.7332 0.6671
C 0.5736 2.1466 -0.5299
C -0.0293 3.2936 -1.3270
O -0.3359 4.4148 -0.5281
N 0.9947 -0.6926 0.7692
C 1.4361 -2.0213 0.7198
N 2.5259 -2.4555 1.2632
Br 3.5871 -1.2521 2.1877
C 2.9119 -3.9342 1.1106
N 4.0608 -4.3360 1.8081
N 0.5503 -2.7702 0.0013
C -0.7790 -2.2087 0.2765
F -1.3652 -3.1497 1.1270
P -1.9452 -2.4036 -1.2246
O -3.2039 -1.4610 -0.7991
O -1.1261 -1.5257 -2.3487
H -2.5306 -0.9886 4.7382
H -3.3306 0.5290 5.0454
H -3.2017 -0.0844 3.3907
H -1.6418 1.3094 6.1990
H -0.4845 0.0104 5.9509
H -0.0567 1.6976 5.5338
H -0.2633 -1.9319 2.8735
H -1.8702 -1.3766 2.5290
H -2.0887 0.5874 0.9368
H -1.3160 0.3596 -0.6060
H -1.0016 2.5418 0.8228
H 0.3145 1.6853 1.5606
H 1.5424 2.4828 -0.1584
H 0.7834 1.3382 -1.2323
H 0.6955 3.5753 -2.0928
H -0.9140 2.9858 -1.8697
H 0.4283 4.6477 -0.0022
H 1.0008 -0.4628 -0.2277
H 2.9832 -4.1548 0.0516
H 2.0680 -4.4769 1.5328
H 3.9716 -4.2528 2.8069
H 4.9137 -3.9107 1.4813
H 0.5568 -3.7687 0.1790
H -3.0512 -0.9261 -0.0151
H -1.7707 -0.9690 -2.8018
C -1.1830 -0.1253 -5.5821
O -0.1748 0.6678 -6.2022
C 0.3260 1.6065 -5.4070
O 0.0092 1.7872 -4.2587
O 1.2292 2.2947 -6.0856
C 1.8561 3.3486 -5.3478
H -1.5037 -0.8584 -6.3153
H -0.7732 -0.6394 -4.7149
H -2.0345 0.4915 -5.2952
H 2.3904 2.9482 -4.4883
H 1.1197 4.0813 -5.0243
H 2.5607 3.8168 -6.0269
```

Output
**Charge**: +1
**LUMO**: -3.5 eV
**E_HOMO**: -12.0448 eV

So, what does the natural (NBO) scheme give us? The charges, in e, come out as: -0.42 -0.43 -0.41 0.71 -0.60 -0.54 0.14 -0.45 -0.43 -0.43 -0.06 -0.71 -0.62 0.68 -0.43 0.37 -0.06 -0.79 -0.61 0.17 -0.37 1.37 -0.98 -1.00 0.18 0.23 0.20 0.21 0.19 0.23 0.24 0.24 0.21 0.23 0.24 0.24 0.21 0.20 0.17 0.18 0.46 0.40 0.22 0.20 0.39 0.39 0.42 0.50 0.51 -0.26 -0.48 0.99 -0.67 -0.48 -0.26 0.21 0.18 0.19 0.19 0.20 0.21


Density functional theory data (ωB97M-V with the def2-TZVPD basis set) for a cluster of 5 separate species, C32H61FN2O4 in total at a distorted geometry.

Geometry as XYZ:
```
100
C32H61FN2O4 (ωB97M-V with the def2-TZVPD basis set)
C 3.3804 0.0938 2.9845
C 3.9393 1.3784 2.1977
C 4.9261 0.9786 0.9964
C 5.7143 2.2048 0.3245
C 4.7705 3.3425 -0.3168
C 4.1960 4.3796 0.7752
C 2.5935 4.5277 0.5731
C 2.3762 5.9145 -0.2635
C 0.7972 6.1708 -0.4267
C 0.0270 5.0247 -1.2495
C -0.9334 4.1038 -0.3169
C -1.9219 4.9093 0.5999
C -2.8988 4.1038 1.5152
C -2.8510 2.5482 1.4803
C -3.8709 1.7980 2.4996
C -3.5999 2.4808 3.9565
F -5.2445 2.0084 2.0526
C -1.8625 1.7263 0.5568
N -1.9408 0.2931 0.6479
C -1.0188 -0.2865 -0.2700
C -0.0388 0.4887 -1.1954
N 0.0545 1.9084 -1.2364
C -0.8988 2.5247 -0.3534
H 4.1554 -0.3640 3.6948
H 3.0344 -0.6902 2.2069
H 2.4345 0.4443 3.5524
H 4.4079 2.1576 2.9153
H 3.0243 1.9103 1.7298
H 5.7369 0.2892 1.4614
H 4.3657 0.3299 0.2302
H 6.3169 1.7554 -0.5600
H 6.5164 2.6429 1.0319
H 3.9034 2.8462 -0.8749
H 5.4156 3.9566 -1.0585
H 4.6699 5.4028 0.5936
H 4.3801 4.0767 1.8600
H 2.1419 4.5927 1.6338
H 2.1104 3.6373 0.0359
H 2.7802 6.7458 0.4365
H 2.9589 5.8857 -1.2481
H 0.3841 6.3447 0.6375
H 0.6408 7.1815 -0.9732
H 0.7540 4.3733 -1.8603
H -0.7062 5.5696 -1.9621
H -1.9205 6.0598 0.6157
H -3.6175 4.6772 2.1861
H -3.6075 0.6849 2.5518
H -2.5163 2.8856 3.9211
H -4.2933 3.3799 4.1062
H -3.6547 1.7296 4.8149
H -0.9866 -1.4372 -0.3165
H 0.6521 -0.1265 -1.8798
C 3.0761 -3.4555 -4.5173
C 2.8470 -3.5623 -3.0182
C 1.3683 -3.7066 -2.6932
O 3.3622 -2.3974 -2.3756
H 2.5721 -2.5740 -4.9280
H 4.1412 -3.3408 -4.7357
H 2.7062 -4.3430 -5.0372
H 3.3955 -4.4215 -2.6229
H 0.8045 -2.8340 -3.0403
H 1.2174 -3.7707 -1.6117
H 0.9473 -4.6015 -3.1588
H 2.8832 -1.6314 -2.7191
C -1.5592 -4.2663 3.9858
C -0.9033 -2.8983 3.8808
C -1.8660 -1.8645 3.3180
O 0.2440 -2.9864 3.0380
H -1.8726 -4.6257 3.0001
H -0.8527 -5.0015 4.3806
H -2.4343 -4.2354 4.6402
H -0.5578 -2.5797 4.8682
H -2.1903 -2.1402 2.3093
H -1.3780 -0.8892 3.2371
H -2.7504 -1.7618 3.9529
H -0.0514 -3.2678 2.1617
C 1.1829 -6.6177 -7.6510
C 2.5547 -5.9642 -7.5891
C 3.3313 -6.1841 -8.8778
O 3.2897 -6.5073 -6.4940
H 1.2719 -7.7002 -7.7887
H 0.6406 -6.4615 -6.7143
H 0.5877 -6.2094 -8.4720
H 2.4430 -4.8918 -7.4058
H 3.4946 -7.2517 -9.0580
H 4.3189 -5.7192 -8.8149
H 2.8004 -5.7628 -9.7356
H 3.3941 -7.4562 -6.6465
C -7.7154 0.3454 2.7520
C -7.9874 -0.1582 4.1604
C -9.1333 0.6028 4.8090
O -6.8104 -0.0086 4.9526
H -7.4300 1.4012 2.7634
H -6.8826 -0.2019 2.3029
H -8.5957 0.2287 2.1139
H -8.2258 -1.2251 4.1300
H -8.8968 1.6687 4.8914
H -9.3099 0.2385 5.8249
H -10.0559 0.4937 4.2329
H -6.5917 0.9326 4.9853
```

Output
**SMILES**: CCCCCCCCCCc1ccc([C@@H](C)F)c2nccnc12.CC(C)O.CC(C)O.CC(C)O.CC(C)O
**LUMO**: -1.1 eV
**E_HOMO**: -8.3423 eV

Here are the Mulliken charges for atoms 1 to 99, given in e: -1.05 0.21 -0.30 -0.79 -0.50 -0.65 0.21 -0.87 -0.62 -0.69 0.37 -0.72 -0.45 0.16 0.63 -1.27 -0.34 0.30 -0.30 -0.19 -0.29 -0.41 0.31 0.33 0.19 0.31 0.21 -0.16 0.28 0.11 0.30 0.29 0.22 0.31 0.47 0.23 0.26 -0.25 0.36 0.25 0.38 0.28 0.28 0.37 0.33 0.24 0.07 0.41 0.30 0.29 0.34 0.25 -0.93 0.22 -1.11 -0.49 0.36 0.34 0.09 0.28 0.26 0.23 0.41 0.32 -1.34 0.36 -1.10 -0.50 0.33 0.34 0.37 0.31 0.24 0.26 0.43 0.30 -1.25 0.58 -1.41 -0.55 0.32 0.30 0.37 0.28 0.34 0.35 0.36 0.34 -1.06 0.34 -1.27 -0.54 0.22 0.25 0.42 0.29 0.32 0.32 0.37


Density functional theory data (ωB97M-V with the def2-TZVPD basis set) for a cluster of 2 separate species, C4H11NO3 in total at a distorted geometry.

Geometry as XYZ:
```
19
C4H11NO3 (ωB97M-V with the def2-TZVPD basis set)
C 1.2483 2.4546 0.4603
C 0.4539 1.1821 0.2307
O -0.8483 1.5202 -0.1910
C 1.1389 0.2348 -0.7586
C 0.3711 -1.0617 -0.9314
N 0.6385 -1.7435 -2.0766
O -0.4259 -1.4544 -0.1041
H 2.2509 2.2252 0.8481
H 1.2368 3.0936 -0.4091
H 0.7955 2.9931 1.3041
H 0.4034 0.6290 1.1670
H -1.4684 0.8886 0.1904
H 1.4218 0.7313 -1.6925
H 2.0907 -0.0158 -0.2851
H 1.4899 -1.5999 -2.5924
H 0.1955 -2.6268 -2.2706
O -3.5629 -2.8652 2.4010
H -3.4137 -2.2638 1.6566
H -4.0158 -2.3215 3.0533
```

Output
**Energy above the lowest of the compared OMol25 structures with the same formula, charge and spin**: 62.1 kJ/mol
**SMILES**: C[C@@H](O)CC(N)=O.O
**LUMO**: 0.7 eV
**E_HOMO**: -10.0384 eV

So, what does the natural (NBO) scheme give us? The charges, in e, come out as: -0.62 0.11 -0.73 -0.53 0.69 -0.82 -0.63 0.21 0.21 0.22 0.17 0.48 0.22 0.23 0.39 0.40 -0.94 0.47 0.46


Density functional theory data (ωB97M-V with the def2-TZVPD basis set) for an isolated molecule of C24H32NO4P at a distorted geometry.

Geometry as XYZ:
```
62
C24H32NO4P (ωB97M-V with the def2-TZVPD basis set)
C -2.2116 -5.2509 2.4093
C -2.2191 -3.7664 2.7429
O -2.6045 -2.9802 1.6114
C -1.6552 -2.6773 0.7339
O -0.5040 -3.0228 0.8185
C -2.1915 -1.8130 -0.3991
C -2.7226 -0.4815 0.1605
C -3.4168 0.3550 -0.9230
C -3.2081 1.8683 -0.7616
C -2.1246 2.4268 -1.6881
C -0.7183 1.9049 -1.3873
C -0.0799 2.5744 -0.1687
P 0.9503 1.3662 0.7752
O 0.1346 0.4721 1.6089
C 1.9593 0.4473 -0.4327
C 2.5988 1.0339 -1.5163
C 3.3562 0.2544 -2.3719
C 3.4800 -1.1084 -2.1490
C 2.8407 -1.6961 -1.0700
C 2.0818 -0.9186 -0.2125
C 2.1243 2.3585 1.7552
C 2.9751 3.3046 1.1993
C 3.8396 4.0133 2.0129
C 3.8591 3.7802 3.3792
C 3.0136 2.8346 3.9350
C 2.1485 2.1240 3.1225
N -1.1184 -1.6038 -1.3434
C -1.2454 -1.8260 -2.6715
C 0.0601 -1.6966 -3.4289
O -2.3086 -2.0717 -3.2017
H -1.4607 -5.4572 1.6506
H -1.9775 -5.8243 3.3017
H -3.1854 -5.5568 2.0346
H -1.2266 -3.4441 3.0732
H -2.9607 -3.5381 3.5109
H -2.9995 -2.3439 -0.9165
H -3.4187 -0.7036 0.9697
H -1.8805 0.0597 0.5905
H -4.4845 0.1320 -0.9028
H -3.0534 0.0511 -1.9047
H -4.1397 2.3875 -0.9960
H -2.9666 2.0947 0.2782
H -2.3827 2.1567 -2.7146
H -2.1227 3.5186 -1.6261
H -0.0825 2.0696 -2.2606
H -0.7705 0.8268 -1.2259
H -0.8447 2.8770 0.5524
H 0.4839 3.4638 -0.4475
H 2.5001 2.0938 -1.6983
H 3.8521 0.7096 -3.2170
H 4.0739 -1.7104 -2.8207
H 2.9302 -2.7579 -0.8947
H 1.5724 -1.3604 0.6329
H 2.9655 3.4872 0.1351
H 4.5012 4.7507 1.5819
H 4.5360 4.3377 4.0098
H 3.0297 2.6521 4.9994
H 1.4781 1.3809 3.5291
H -0.1960 -1.5457 -0.9313
H -0.1359 -1.7476 -4.4958
H 0.5475 -0.7546 -3.1888
H 0.7252 -2.5101 -3.1476
```

Output
**Energy above the lowest of the compared OMol25 structures with the same formula, charge and spin**: 21.2 kJ/mol
**SMILES**: CCOC(=O)[C@@H](CCCCCCP(=O)(c1ccccc1)c1ccccc1)NC(C)=O
**LUMO**: 0.6 eV
**E_HOMO**: -9.3624 eV

So, what does the natural (NBO) scheme give us? The charges, in e, come out as: -0.63 -0.07 -0.50 0.81 -0.62 -0.16 -0.41 -0.41 -0.40 -0.39 -0.41 -0.77 1.93 -1.11 -0.41 -0.20 -0.20 -0.22 -0.16 -0.23 -0.35 -0.23 -0.20 -0.20 -0.23 -0.14 -0.64 0.69 -0.71 -0.63 0.22 0.22 0.21 0.20 0.19 0.25 0.22 0.23 0.21 0.21 0.21 0.19 0.21 0.20 0.21 0.22 0.25 0.23 0.21 0.22 0.22 0.22 0.26 0.21 0.21 0.22 0.22 0.23 0.42 0.24 0.23 0.23


Density functional theory data (ωB97M-V with the def2-TZVPD basis set) for a structure of composition C3H2I2 at a distorted geometry.

Geometry as XYZ:
```
7
C3H2I2 (ωB97M-V with the def2-TZVPD basis set)
C 1.9371 0.8992 0.7940
C 0.9452 0.4260 0.3072
C -1.1461 -0.6049 -0.5871
I -2.1173 0.4825 -1.9745
I -2.0330 -1.3487 1.0902
H 2.7089 1.2211 1.4394
H -0.2948 -1.0753 -1.0691
```

Output
**Energy above the lowest of the compared OMol25 structures with the same formula, charge and spin**: 304.4 kJ/mol
**Spin multiplicity**: 3
**LUMO (spin up / spin down)**: 0.0 / -3.2 eV
**E_HOMO (spin up / spin down)**: -7.8802 / -9.6959 eV
**Expectation value of S²**: 2.030

So, what does the natural (NBO) scheme give us? The charges, in e, come out as: -0.43 0.13 -0.74 0.28 0.30 0.24 0.22


Density functional theory data (ωB97M-V with the def2-TZVPD basis set) for an isolated molecule of C3H4O2S2 at a distorted geometry.

Geometry as XYZ:
```
11
C3H4O2S2 (ωB97M-V with the def2-TZVPD basis set)
O 0.4244 0.6860 2.4877
S 0.6155 0.9476 1.1039
S 1.5171 2.5753 0.6565
C 1.1246 -0.8032 -0.0664
C 0.0596 -0.9976 -0.8002
C -1.1641 -0.1494 -0.5224
O -0.9401 0.8269 0.4662
H 2.1015 -0.9541 0.1258
H -0.2221 -1.7681 -1.4745
H -1.3439 0.4082 -1.5405
H -2.1723 -0.7718 -0.4360
```

Output
**Energy above the lowest of the compared OMol25 structures with the same formula, charge and spin**: 325.9 kJ/mol
**SMILES**: O=[S@@]1(=S)C=CCO1
**LUMO**: 0.0 eV
**E_HOMO**: -9.4435 eV

So, what does the natural (NBO) scheme give us? The charges, in e, come out as: -0.89 1.63 -0.37 -0.24 -0.23 -0.10 -0.69 0.22 0.24 0.20 0.22


Density functional theory data (ωB97M-V with the def2-TZVPD basis set) for an isolated molecule of C5H7NO at a distorted geometry.

Geometry as XYZ:
```
14
C5H7NO (ωB97M-V with the def2-TZVPD basis set)
O 1.5656 -0.7433 -1.0819
C 1.0727 -0.2605 0.1423
C 0.4226 1.1152 0.2516
C -0.9223 1.0276 -0.3365
C -1.2386 -0.4285 -0.6126
C -0.3093 -0.7834 0.5436
N -0.5219 0.5652 1.2735
H 2.4931 -0.4790 -1.1603
H 1.7868 -0.3974 0.9669
H 0.9208 2.0708 0.4036
H -1.6333 1.4891 0.5268
H -0.9413 -0.7602 -1.6094
H -2.2806 -0.7051 -0.4186
H -0.4144 -1.7105 1.1109
```

Output
**Energy above the lowest of the compared OMol25 structures with the same formula, charge and spin**: 478.3 kJ/mol
**SMILES**: O[C@H]1[C@H]2[C@H]3C[C@@H]1N23
**LUMO**: 0.7 eV
**E_HOMO**: -8.9505 eV

So, what does the natural (NBO) scheme give us? The charges, in e, come out as: -0.71 0.08 -0.16 -0.17 -0.45 -0.07 -0.34 0.47 0.18 0.22 0.31 0.22 0.22 0.20


Density functional theory data (ωB97M-V with the def2-TZVPD basis set) for a structure of composition C24H29GeN2Se4Ti at a distorted geometry.

Geometry as XYZ:
```
61
C24H29GeN2Se4Ti (ωB97M-V with the def2-TZVPD basis set)
Ti 0.3920 -1.4987 -1.9561
Se -1.4743 -3.0868 -1.9892
Se -0.0386 -3.6087 -3.7669
Se 2.0704 -3.3749 -2.7031
Se 2.5778 -1.1213 -3.0568
C -3.2644 1.8353 -2.5096
C -2.0977 2.1977 -3.4260
N -0.8510 2.4673 -2.6968
C -0.4714 3.8755 -2.5115
C -1.1274 4.5071 -1.2853
C -0.1259 1.4810 -2.1982
C 1.1343 1.8101 -1.4534
N -0.4806 0.2065 -2.3266
H -4.1400 1.6027 -3.1152
H -3.5137 2.6702 -1.8569
H -3.0322 0.9789 -1.8781
H -2.3384 3.0926 -3.9942
H -1.9161 1.4069 -4.1583
H -0.7719 4.4131 -3.4088
H 0.6104 3.9492 -2.4471
H -2.2031 4.6081 -1.4230
H -0.7154 5.5033 -1.1270
H -0.9516 3.9081 -0.3907
H 1.9102 2.1207 -2.1570
H 1.4912 0.9406 -0.9119
H 0.9765 2.6154 -0.7396
H -1.3735 0.0610 -2.7840
C -0.3802 -5.5275 2.3896
C 0.7171 -5.3738 1.5524
C 0.9997 -4.1300 1.0121
C 0.1975 -3.0268 1.3040
C -0.8941 -3.1893 2.1503
C -1.1803 -4.4361 2.6910
Ge 0.6901 -1.2923 0.5066
C 2.3914 -0.7568 1.3537
C 3.5217 -0.3987 0.6248
C 4.6969 -0.0379 1.2714
C 4.7502 -0.0374 2.6565
C 3.6321 -0.4053 3.3923
C 2.4592 -0.7649 2.7465
C -0.7075 0.0014 1.0522
C -2.0343 -0.2346 0.6869
C -3.0540 0.5984 1.1231
C -2.7562 1.6961 1.9199
C -1.4413 1.9529 2.2767
C -0.4241 1.1087 1.8483
H -0.6068 -6.4981 2.8111
H 1.3525 -6.2212 1.3278
H 1.8675 -4.0056 0.3736
H -1.5222 -2.3387 2.3915
H -2.0290 -4.5547 3.3527
H 3.4989 -0.4147 -0.4580
H 5.5677 0.2377 0.6899
H 5.6632 0.2424 3.1658
H 3.6751 -0.4188 4.4738
H 1.5916 -1.0641 3.3253
H -2.2798 -1.1009 0.0805
H -4.0815 0.3860 0.8530
H -3.5515 2.3388 2.2754
H -1.2072 2.8013 2.9077
H 0.6018 1.3032 2.1427
```

Output
**Energy above the lowest of the compared OMol25 structures with the same formula, charge and spin**: 26.9 kJ/mol
**Charge**: +1
**LUMO**: -4.0 eV
**E_HOMO**: -11.0282 eV

So, what does the natural (NBO) scheme give us? The charges, in e, come out as: 0.68 -0.14 0.13 0.15 -0.16 -0.62 -0.23 -0.35 -0.21 -0.62 0.60 -0.67 -0.91 0.24 0.22 0.21 0.23 0.21 0.22 0.22 0.22 0.24 0.22 0.26 0.25 0.26 0.41 -0.20 -0.20 -0.24 -0.33 -0.26 -0.19 0.99 -0.33 -0.26 -0.21 -0.18 -0.21 -0.23 -0.40 -0.23 -0.21 -0.23 -0.16 -0.25 0.22 0.22 0.20 0.22 0.22 0.21 0.22 0.22 0.22 0.22 0.21 0.22 0.22 0.21 0.22


One value per record, in order, for DFT total energy: -4405.6081 -1765.9254 -439.5023 -1630.8975 -710.6083 -1063.4400 -324.5423 -13573.4380 Ha.